Record 1
Formula: C5H11CeClNOY
Source: OMol25
Level of theory: the ωB97M-V functional and the def2-TZVPD basis

XYZ file:
```
21
C5H11CeClNOY, DFT the ωB97M-V functional and the def2-TZVPD basis
Y 1.62 0.89 -0.42
Cl 1.39 3.21 0.40
C 2.19 0.98 -2.63
C 3.33 -0.05 0.75
H 3.19 0.55 -2.81
H 1.46 0.53 -3.31
H 2.22 2.07 -2.83
H 4.12 -0.41 0.08
H 3.06 -0.83 1.47
H 3.68 0.84 1.31
Ce -2.16 -0.30 0.12
C -1.83 -0.54 2.36
C -0.42 -1.53 -0.59
H -1.25 -1.46 2.50
H -1.25 0.35 2.67
H -2.82 -0.58 2.84
H 0.67 -1.70 -0.43
H -0.81 -2.21 -1.38
O -6.57 0.47 0.17
C -5.48 0.06 -0.03
N -4.35 -0.35 -0.24
```

energy relative to the best compared isomer or geometry (same formula, charge and spin) = 0.0 kJ/mol
LUMO = -0.0681 Ha
Kohn-Sham gap = 6.65 eV
DFT total energy = -35390.394 eV


Record 2
Formula: C3H4NOS
Source: OMol25
Level of theory: the ωB97M-V functional and the def2-TZVPD basis

XYZ file:
```
10
C3H4NOS, DFT the ωB97M-V functional and the def2-TZVPD basis
C -2.20 -0.70 1.57
C 0.97 -1.87 -0.95
C -0.65 0.93 0.47
N -1.40 -0.03 1.10
O 1.35 -1.50 0.19
S 0.45 -0.98 -2.24
H 0.83 -2.87 -1.21
H -1.28 1.75 0.07
H -0.21 0.73 -0.58
H 0.29 1.27 1.03
```

energy relative to the best compared isomer or geometry (same formula, charge and spin) = 109.5 kJ/mol
LUMO (spin up / spin down) = 0.1338 / 0.0874 Ha
Kohn-Sham gap (spin up / spin down) = 3.31 / 6.04 eV
2S+1 = 3
total charge = -1
DFT total energy = -17544.307 eV


Record 3
Formula: C15H36Cl2O6PSY
Source: OMol25
Level of theory: the ωB97M-V functional and the def2-TZVPD basis

XYZ file:
```
62
C15H36Cl2O6PSY, DFT the ωB97M-V functional and the def2-TZVPD basis
Y -0.63 -1.25 0.07
Cl 1.84 -2.28 1.34
C 1.20 -1.66 2.88
Cl -0.55 -1.99 2.90
H 1.34 -0.58 2.90
H 1.67 -2.17 3.71
C 0.34 3.97 1.09
C -0.26 3.61 -0.27
C -1.75 3.36 -0.18
C 0.08 4.64 -1.33
O 0.37 2.34 -0.77
P 0.82 1.10 0.03
O 0.89 -0.09 -0.95
O -0.23 0.63 1.06
O 2.14 1.33 0.80
C 3.51 1.61 0.27
C 4.19 2.39 1.38
C 4.17 0.27 0.03
C 3.43 2.42 -1.02
H -0.10 4.92 1.41
H 1.42 4.10 1.02
H 0.11 3.22 1.84
H -2.25 4.27 0.14
H -1.97 2.58 0.55
H -2.15 3.09 -1.16
H -0.40 5.58 -1.08
H -0.28 4.31 -2.30
H 1.15 4.80 -1.39
H 4.20 1.81 2.30
H 3.68 3.33 1.56
H 5.22 2.60 1.09
H 4.21 -0.31 0.95
H 5.19 0.42 -0.32
H 3.63 -0.30 -0.73
H 2.92 3.37 -0.85
H 2.91 1.87 -1.80
H 4.44 2.63 -1.36
C -2.01 -0.24 -2.38
C -3.28 -0.71 -1.71
O -2.95 -1.12 -0.36
C -4.13 -1.45 0.41
C -3.73 -1.84 1.81
H -2.19 -0.01 -3.43
H -1.23 -1.02 -2.41
H -1.60 0.66 -1.91
H -3.72 -1.56 -2.23
H -4.01 0.09 -1.66
H -4.65 -2.27 -0.10
H -4.79 -0.58 0.42
H -3.10 -2.74 1.80
H -4.61 -2.08 2.39
H -3.22 -1.02 2.31
C -0.71 -5.48 -2.03
S -1.33 -4.83 -0.50
C -0.30 -5.74 0.63
O -0.78 -3.40 -0.44
H 0.37 -5.34 -2.08
H -1.21 -4.94 -2.84
H -0.98 -6.54 -2.08
H -0.58 -6.80 0.56
H -0.51 -5.38 1.64
H 0.75 -5.60 0.37
```

energy relative to the best compared isomer or geometry (same formula, charge and spin) = 0.0 kJ/mol
LUMO = -0.1895 Ha
Kohn-Sham gap = 10.78 eV
total charge = +2
DFT total energy = -74630.250 eV


Record 4
Formula: C13H16FeNO3
Source: OMol25
Level of theory: the ωB97M-V functional and the def2-TZVPD basis

XYZ file:
```
34
C13H16FeNO3, DFT the ωB97M-V functional and the def2-TZVPD basis
C -5.32 1.17 0.44
C -4.36 0.23 0.53
C -4.00 -0.70 -0.60
N -2.51 -0.46 -0.96
H -5.44 1.88 1.23
H -5.97 1.26 -0.42
H -3.69 0.11 1.40
H -4.02 -1.77 -0.33
H -4.72 -0.53 -1.45
H -2.44 -0.66 -1.99
H -2.34 0.54 -1.05
O 4.60 3.34 0.93
C 4.13 2.29 0.73
Fe 3.67 0.89 -0.28
C 5.40 0.57 -0.14
O 6.57 0.57 -0.24
C 3.84 1.73 -1.90
O 4.20 2.60 -2.57
C -0.98 -0.97 -0.02
C 0.21 -0.41 -0.90
C 1.57 -1.13 -0.77
C 2.47 -0.77 0.39
C 1.91 -0.53 1.67
C 0.54 -0.56 2.07
C -0.71 -0.70 1.41
H -1.22 -2.06 -0.17
H -0.11 -0.52 -1.94
H 0.35 0.65 -0.66
H 1.31 -2.20 -0.80
H 2.12 -1.01 -1.72
H 3.43 -1.33 0.40
H 2.64 -0.32 2.45
H 0.45 -0.52 3.17
H -1.61 -0.66 2.08
```

LUMO (spin up / spin down) = 0.2607 / 0.2605 Ha
Kohn-Sham gap (spin up / spin down) = 2.20 / 4.76 eV
2S+1 = 5
total charge = -3
DFT total energy = -55746.286 eV


Record 5
Formula: C33H58ClFeNO2P2
Source: OMol25
Level of theory: the ωB97M-V functional and the def2-TZVPD basis

XYZ file:
```
98
C33H58ClFeNO2P2, DFT the ωB97M-V functional and the def2-TZVPD basis
Fe -0.68 0.12 -1.16
P -2.78 0.33 -0.36
C -4.22 -0.42 -1.35
C -3.24 -0.47 1.37
C -3.41 2.10 -0.19
C -3.77 -1.65 -2.15
H -4.45 0.39 -2.05
C -5.53 -0.74 -0.59
H -5.45 -1.69 -0.04
H -6.35 -0.86 -1.32
H -5.85 0.03 0.11
H -3.17 -1.36 -3.02
H -4.64 -2.22 -2.52
H -3.17 -2.34 -1.54
H -3.39 2.39 -1.25
C -2.43 2.97 0.57
C -4.83 2.35 0.34
H -5.62 2.06 -0.35
H -4.94 3.43 0.54
H -4.98 1.84 1.30
H -1.49 2.43 0.73
H -2.82 3.31 1.54
H -2.17 3.88 0.00
C -2.87 -1.95 1.37
H -4.33 -0.40 1.54
C -2.53 0.29 2.48
H -3.47 -2.58 0.69
H -2.85 -2.39 2.38
H -1.84 -2.05 0.98
H -1.48 0.48 2.22
H -2.53 -0.30 3.41
H -2.99 1.25 2.72
Cl 0.02 -1.66 0.00
H -1.30 -0.91 -2.02
H -1.61 1.10 -1.72
P 1.31 0.25 -2.56
C 1.47 1.74 -3.70
C 3.10 0.02 -1.86
C 1.11 -1.16 -3.86
C 0.91 3.00 -3.05
H 0.82 1.46 -4.55
C 2.87 1.99 -4.24
H 3.51 2.44 -3.47
H 2.82 2.70 -5.06
H 3.39 1.11 -4.63
H -0.19 2.99 -3.05
H 1.24 3.88 -3.62
H 1.24 3.12 -2.01
H 0.22 -0.83 -4.43
C 0.78 -2.52 -3.24
C 2.25 -1.26 -4.89
H 2.27 -0.43 -5.60
H 2.15 -2.17 -5.50
H 3.24 -1.32 -4.41
H 0.53 -2.46 -2.17
H 1.60 -3.24 -3.36
H -0.10 -2.97 -3.74
C 3.49 1.07 -0.80
H 3.76 0.10 -2.74
C 3.24 -1.35 -1.24
H 3.67 2.06 -1.25
H 4.48 0.81 -0.35
H 2.67 1.12 -0.07
H 2.37 -1.53 -0.59
H 4.14 -1.42 -0.62
H 3.27 -2.17 -1.97
C 3.21 -3.90 1.69
C 2.01 -3.32 2.37
C 0.93 -4.15 2.62
C -0.21 -3.69 3.26
C -0.28 -2.34 3.60
C 0.73 -1.44 3.21
N 0.38 -0.07 3.26
C 1.11 1.22 3.22
C 1.43 1.67 4.50
C 1.78 3.01 4.75
C 1.90 3.98 3.75
C 1.66 3.56 2.48
C 1.10 2.30 2.26
C 0.79 2.39 0.82
O 0.59 3.57 0.34
O 0.76 1.28 0.20
C 1.95 -1.96 2.72
C 3.15 -1.11 2.53
H 3.43 -3.43 0.72
H 4.13 -3.84 2.29
H 3.02 -4.96 1.48
H 1.00 -5.19 2.29
H -1.05 -4.36 3.45
H -1.14 -1.97 4.15
H -0.26 0.01 4.06
H 1.33 0.98 5.33
H 1.98 3.29 5.79
H 2.14 5.06 3.80
H 1.58 4.27 1.63
H 2.98 -0.11 2.91
H 4.03 -1.54 3.06
H 3.38 -1.05 1.46
```

LUMO (spin up / spin down) = 0.1049 / 0.1045 Ha
Kohn-Sham gap (spin up / spin down) = 5.53 / 7.80 eV
2S+1 = 6
total charge = -1
DFT total energy = -106232.152 eV


Record 6
Formula: C4H7NS
Source: OMol25
Level of theory: the ωB97M-V functional and the def2-TZVPD basis

XYZ file:
```
13
C4H7NS, DFT the ωB97M-V functional and the def2-TZVPD basis
C 0.81 -0.46 -0.16
C -1.83 1.56 0.06
C 2.17 -1.13 0.10
C 1.07 1.01 -0.05
N 2.23 1.46 -0.01
S 3.42 0.24 0.01
H 0.47 -0.65 -1.19
H 0.04 -0.81 0.53
H -1.71 2.07 0.99
H -1.88 2.11 -0.85
H 2.23 -1.55 1.11
H 2.43 -1.88 -0.64
H -2.03 0.51 0.05
```

energy relative to the best compared isomer or geometry (same formula, charge and spin) = 107.8 kJ/mol
LUMO (spin up / spin down) = 0.0334 / -0.0478 Ha
Kohn-Sham gap (spin up / spin down) = 8.99 / 7.21 eV
2S+1 = 3
DFT total energy = -16581.735 eV


What is the DFT total energy in the first record?
-35390.394 eV